133
Properties=species:S:1:pos:R:3 method="wB97M-V/def2-TZVPD" e_lumo_ev=-0.70 smiles="CCCCCc1c(CCOC(C)=O)c(P(N)O)cc2c1C(=O)C(CCCS(=O)(=O)O)=C(Br)C2=O.O=C1OC[C@@H](F)O1.O=C1OC[C@@H](F)O1.O=C1OC[C@@H](F)O1.O=C1OC[C@@H](F)O1.O=C1OC[C@@H](F)O1.O=C1OC[C@@H](F)O1.O=C1OC[C@@H](F)O1" e_tot_ev=-215456.588 homo_energy_ev=-8.255
Br -3.013 -4.242 1.953
S -5.979 -3.191 3.589
P -0.525 3.231 -0.007
F 2.114 2.957 -11.132
F 2.246 -5.070 -0.822
F 7.944 4.972 -3.619
F -0.375 -4.500 9.780
F 3.375 5.551 -13.008
F -10.310 -5.209 -2.273
F 2.706 -1.024 -4.975
O 3.505 3.227 -9.384
O -2.332 -6.198 6.189
O -6.126 -5.203 -0.821
O -1.693 -5.103 8.057
O 2.345 2.150 -3.726
O 1.429 -6.807 0.353
O 1.222 0.666 -4.997
O 1.006 8.932 -11.408
O -0.668 -7.019 7.466
O -7.223 -2.664 4.145
O -0.057 -8.023 1.543
O 4.590 2.729 -7.469
O 5.951 1.258 -2.263
O 7.219 1.650 -4.085
O -0.804 -2.462 0.353
O 0.309 -1.633 5.113
O 3.672 1.081 -8.711
O -6.393 -4.552 2.746
O 1.036 3.896 0.065
O -5.387 -2.160 2.740
O -2.128 3.594 4.489
O -8.134 -5.541 -1.797
O 0.409 7.270 -12.809
O 2.465 7.276 -11.883
O 6.938 3.269 -2.545
O 0.226 2.591 -4.359
O -3.869 2.958 3.288
O -7.988 -4.334 0.099
O -0.770 -6.322 0.247
N -0.597 2.369 -1.506
C 1.643 1.096 5.554
C -0.500 -0.238 3.260
C -2.229 -3.444 4.946
C 8.035 3.647 -3.355
C -3.665 -2.795 5.234
C -1.788 -2.865 2.553
C -1.630 -6.116 7.143
C 2.456 2.449 5.525
C -1.509 -2.592 3.857
C -9.341 -4.260 -0.345
C 0.085 1.303 5.229
C 1.268 7.927 -11.979
C -0.815 0.558 0.905
C -9.440 -5.444 -1.261
C -4.871 -3.771 4.929
C 1.174 1.870 -4.358
C -0.896 4.306 4.309
C 0.041 3.731 3.172
C 3.994 2.169 5.858
C 3.168 0.990 -3.848
C -0.807 -0.538 1.842
C -3.062 3.826 3.485
C 2.594 0.324 -5.059
C 2.239 5.979 -12.399
C -0.076 -5.314 -0.487
C 1.238 -5.976 -0.775
C -1.090 -2.018 1.435
C -0.247 2.263 2.761
C 6.635 1.989 -2.903
C -7.303 -5.039 -0.841
C -0.524 1.935 1.351
C -0.463 -1.473 4.200
C 0.035 -6.495 8.590
C -0.976 -5.560 9.188
C 3.181 2.414 -10.493
C 7.834 2.830 -4.597
C 3.979 2.379 -8.427
C -3.187 5.129 2.635
C -0.235 1.133 3.721
C 0.176 -7.134 0.789
C 1.139 6.197 -13.396
C 4.243 1.776 7.367
C 2.826 1.102 -9.860
H -0.327 4.203 5.276
H -5.485 -3.863 5.856
H 1.980 5.301 -11.584
H -3.481 4.808 1.602
H 3.014 0.670 -6.006
H -6.193 -4.418 1.793
H 1.732 0.624 6.561
H -4.493 -4.794 4.675
H -0.246 2.270 5.675
H 4.535 2.712 7.912
H -3.682 -2.540 6.327
H 0.327 -7.289 9.276
H 0.933 -5.977 8.248
H -9.500 -3.313 -0.866
H 0.031 -4.424 0.132
H -3.969 5.797 3.074
H 7.160 3.310 -5.311
H -1.618 -3.433 5.886
H 0.965 4.863 0.040
H 3.030 0.254 -10.512
H -1.026 0.343 -0.166
H 4.213 1.260 -3.977
H 1.781 1.057 -9.542
H -2.249 5.727 2.537
H -0.105 4.400 2.276
H -9.701 -6.380 -0.761
H -2.330 -4.509 4.632
H 8.969 3.442 -2.826
H 4.033 2.369 -11.176
H 4.533 3.108 5.545
H -0.520 3.008 -2.304
H 2.048 0.465 4.721
H -1.665 -6.032 9.893
H 4.308 1.380 5.120
H 3.278 1.405 7.786
H -1.029 5.417 4.182
H 0.510 5.317 -13.523
H 0.199 1.716 -1.557
H 2.040 3.237 6.207
H 1.109 3.908 3.481
H 1.248 -6.584 -1.684
H -10.033 -4.320 0.493
H -3.811 -1.837 4.674
H 1.516 6.505 -14.374
H 5.057 1.005 7.393
H 8.771 2.597 -5.101
H -0.617 -5.046 -1.393
H 3.073 0.379 -2.947
H -0.438 0.499 5.818
H 2.460 2.781 4.447